A | The following is a DFT calculation (the ωB97M-V functional and the def2-TZVPD basis) of a single C5H5N molecule.

The value obtained for the gap between HOMO and LUMO is 7.421 eV. The HOMO energy is -8.2 eV. The lowest unoccupied orbital energy comes out at -0.8 eV.

Positions of all 11 atoms, in Å:
1 C 1.39800 -1.08176 0.24617
2 C 1.53797 0.26911 0.18011
3 C -0.42781 0.00480 -0.62670
4 C 0.09803 -1.24771 -0.23889
5 C -1.29663 0.91524 0.06944
6 N 1.69522 1.41320 0.08586
7 H -0.24456 -2.19933 -0.63760
8 H 2.21452 -1.67260 0.23072
9 H -1.10024 1.85613 -0.19720
10 H -1.44687 0.89957 1.18776
11 H -2.42763 0.84334 -0.29967

Atom charges from the Mulliken analysis, given in e for atoms 1 to 6:
1. C -0.8912
2. C 0.5273
3. C -0.0198
4. C 0.0482
5. C -1.0203
6. N -0.4543

B | The following is a DFT calculation (the ωB97M-V functional and the def2-TZVPD basis) of 2 unconnected molecules or ions with the total composition C5H5N.

The SMILES is C=CC#N.C#C. The value obtained for the gap between HOMO and LUMO is 10.642 eV. The HOMO energy is -10.4 eV. The lowest unoccupied orbital energy comes out at 0.2 eV.

Positions of all 11 atoms, in Å:
1 C -0.68750 0.60256 -0.93266
2 C -0.86238 -0.69992 -0.58556
3 C -2.03313 -1.33280 -0.06991
4 N -3.09934 -1.57231 0.34064
5 H -1.41056 1.25761 -0.47757
6 H 0.21310 0.88292 -1.50718
7 H -0.01472 -1.30954 -0.96153
8 C 2.73431 -0.09720 2.15510
9 C 2.78691 -1.14429 1.58245
10 H 2.34436 0.72167 2.70708
11 H 3.16881 -2.11978 1.16015

Atom charges from the Mulliken analysis, given in e for atoms 1 to 6:
1. C -0.5558
2. C -0.1955
3. C 0.3330
4. N -0.3798
5. H 0.2858
6. H 0.2540

Most stable one: B, least stable one: A.

A | The following is a DFT calculation (the ωB97M-V functional and the def2-TZVPD basis) of 2 unconnected molecules or ions with the total composition CH4N2O.

The SMILES is N=C=O.N. The value obtained for the gap between HOMO and LUMO is 11.038 eV. The HOMO energy is -10.3 eV. The lowest unoccupied orbital energy comes out at 0.7 eV.

Positions of all 8 atoms, in Å:
1 N 1.72864 1.56717 0.09336
2 C 1.50435 0.38581 0.01189
3 O 1.50058 -0.77642 0.00215
4 H 1.18907 2.30131 -0.06959
5 N -1.60583 -0.59257 0.01766
6 H -0.76149 -0.63017 -0.56104
7 H -2.25827 -1.28934 -0.37580
8 H -1.29703 -0.96580 0.88138

Atom charges from the Mulliken analysis, given in e for atoms 1 to 6:
1. N -0.4439
2. C 0.6125
3. O -0.4264
4. H 0.2587
5. N -0.6829
6. H 0.2153

B | The following is a DFT calculation (the ωB97M-V functional and the def2-TZVPD basis) of a single CH4N2O molecule.

The SMILES is N[C@@H]1NO1. The value obtained for the gap between HOMO and LUMO is 10.671 eV. The HOMO energy is -9.7 eV. The lowest unoccupied orbital energy comes out at 1.0 eV.

Positions of all 8 atoms, in Å:
1 N -0.37049 1.12756 -0.22341
2 C -0.21957 -0.21015 0.08000
3 N 1.07074 -0.84659 0.12018
4 O 0.08061 -1.04648 -0.97269
5 H -0.75173 1.72314 0.48449
6 H 0.16426 1.51258 -0.98501
7 H -0.95081 -0.56248 0.80543
8 H 0.97698 -1.69759 0.69101

Atom charges from the Mulliken analysis, given in e for atoms 1 to 6:
1. N -0.4380
2. C 0.2881
3. N -0.4846
4. O -0.3637
5. H 0.1857
6. H 0.2023

C | The following is a DFT calculation (the ωB97M-V functional and the def2-TZVPD basis) of 2 unconnected molecules or ions with the total composition CH4N2O.

The value obtained for the gap between HOMO and LUMO (spin up / spin down) is 9.037 / 10.951 eV. The HOMO energy (spin up / spin down) is -9.2 / -10.5 eV. The lowest unoccupied orbital energy (spin up / spin down) comes out at -0.1 / 0.5 eV.

Positions of all 8 atoms, in Å:
1 C -0.17302 -1.22813 0.31532
2 N -0.98557 -0.23622 -0.30776
3 N 0.57967 1.58775 0.08892
4 O -0.19998 -0.92333 -1.09805
5 H 0.61311 -0.91438 0.84467
6 H -0.51408 -2.28040 0.60019
7 H 0.79852 1.69947 -0.90081
8 H -0.11864 2.29525 0.45752

Atom charges from the Mulliken analysis, given in e for atoms 1 to 6:
1. C 0.0164
2. N -0.3150
3. N -0.4919
4. O -0.1667
5. H 0.2984
6. H 0.2127

Most stable one: A, least stable one: C.

A | The following is a DFT calculation (the ωB97M-V functional and the def2-TZVPD basis) of 2 unconnected molecules or ions with the total composition CH4N2O.

The value obtained for the gap between HOMO and LUMO is 10.737 eV. The HOMO energy is -9.8 eV. The lowest unoccupied orbital energy comes out at 0.9 eV.

Positions of all 8 atoms, in Å:
1 C 0.23972 -0.03809 -0.26763
2 N -0.85091 0.83002 -0.31215
3 N -0.81576 -0.37440 0.58139
4 O 1.53986 0.12434 0.10571
5 H 0.24212 -0.91382 -1.63030
6 H -0.64020 1.64828 0.22590
7 H -1.57963 -0.98351 0.36759
8 H 1.86481 -0.29281 0.92949

Atom charges from the Mulliken analysis, given in e for atoms 1 to 6:
1. C 0.2442
2. N -0.3777
3. N -0.4383
4. O -0.4245
5. H 0.1677
6. H 0.2294

B | The following is a DFT calculation (the ωB97M-V functional and the def2-TZVPD basis) of 2 unconnected molecules or ions with the total composition CH4N2O.

The SMILES is N#N.CO. The value obtained for the gap between HOMO and LUMO is 11.445 eV. The HOMO energy is -10.4 eV. The lowest unoccupied orbital energy comes out at 1.0 eV.

Positions of all 8 atoms, in Å:
1 N 0.69995 -1.97388 -0.08947
2 N 1.64372 -1.43979 0.17158
3 C -0.81272 0.73898 0.23425
4 O -1.06793 1.95390 -0.41927
5 H -1.07896 -0.04930 -0.46829
6 H -1.42644 0.58913 1.13518
7 H 0.22303 0.65732 0.55149
8 H -0.70364 2.63339 0.15557

Atom charges from the Mulliken analysis, given in e for atoms 1 to 6:
1. N 0.0164
2. N -0.0185
3. C -0.4815
4. O -0.5068
5. H 0.2178
6. H 0.2803

C | The following is a DFT calculation (the ωB97M-V functional and the def2-TZVPD basis) of a molecular structure, CH4N2O.

The value obtained for the gap between HOMO and LUMO is 10.702 eV. The HOMO energy is -9.8 eV. The lowest unoccupied orbital energy comes out at 0.9 eV.

Positions of all 8 atoms, in Å:
1 C 0.37945 0.23169 0.15660
2 N -0.82557 0.81377 -0.35184
3 N -0.54331 -0.61599 -0.62407
4 O 0.63908 -0.19930 1.38754
5 H 1.46622 0.84264 -0.49266
6 H -1.69780 0.72466 0.16867
7 H -0.31816 -0.62448 -1.68565
8 H 0.90010 -1.17299 1.44140

Atom charges from the Mulliken analysis, given in e for atoms 1 to 6:
1. C 0.2635
2. N -0.4171
3. N -0.4642
4. O -0.4865
5. H 0.2262
6. H 0.2708

Most stable one: B, least stable one: A.

A | The following is a DFT calculation (the ωB97M-V functional and the def2-TZVPD basis) of 2 unconnected molecules or ions with the total composition CH4N2O.

The value obtained for the gap between HOMO and LUMO (spin up / spin down) is 9.989 / 8.587 eV. The HOMO energy (spin up / spin down) is -9.9 / -9.4 eV. The lowest unoccupied orbital energy (spin up / spin down) comes out at 0.1 / -0.8 eV.

Positions of all 8 atoms, in Å:
1 C -1.78926 -0.20205 0.25245
2 N -0.52548 -0.16805 0.31534
3 N 2.07089 0.25080 0.24504
4 O 0.34839 -0.64428 -0.44892
5 H -2.22877 0.15550 1.12154
6 H -2.46507 -0.55476 -0.58238
7 H 2.42442 -0.54236 0.75756
8 H 2.37610 0.24128 -0.71662

Atom charges from the Mulliken analysis, given in e for atoms 1 to 6:
1. C -0.2877
2. N 0.0502
3. N -0.4480
4. O -0.3290
5. H 0.2658
6. H 0.2472

B | The following is a DFT calculation (the ωB97M-V functional and the def2-TZVPD basis) of 2 unconnected molecules or ions with the total composition CH4N2O.

The SMILES is C#[N+][O-].N. The value obtained for the gap between HOMO and LUMO is 10.592 eV. The HOMO energy is -9.8 eV. The lowest unoccupied orbital energy comes out at 0.7 eV.

Positions of all 8 atoms, in Å:
1 C 0.34041 -1.32216 -1.29933
2 N 1.19869 -0.70089 -0.83358
3 O 1.88236 0.22753 -0.57512
4 H -0.44052 -2.02007 -1.69496
5 N -0.96075 0.90235 1.22094
6 H -0.10032 0.98823 1.75354
7 H -0.98998 1.81466 0.83263
8 H -0.92990 0.11035 0.59587

Atom charges from the Mulliken analysis, given in e for atoms 1 to 6:
1. C -0.1627
2. N 0.3823
3. O -0.5578
4. H 0.3429
5. N -0.6728
6. H 0.2498

Most stable one: B, least stable one: A.

A | The following is a DFT calculation (the ωB97M-V functional and the def2-TZVPD basis) of 2 unconnected molecules or ions with the total composition CH4N2O.

The SMILES is N#CN.O. The value obtained for the gap between HOMO and LUMO is 10.373 eV. The HOMO energy is -10.0 eV. The lowest unoccupied orbital energy comes out at 0.3 eV.

Positions of all 8 atoms, in Å:
1 N 2.31775 -0.97715 -0.05219
2 C 1.30669 -0.79694 -0.56280
3 N 0.26057 -0.22018 -1.15357
4 H -0.25947 0.41946 -0.53531
5 H -0.39105 -0.80363 -1.60749
6 O -1.03103 0.45119 1.16257
7 H -1.57790 0.69726 1.90878
8 H -0.62556 1.23001 0.84001

Atom charges from the Mulliken analysis, given in e for atoms 1 to 6:
1. N -0.4124
2. C 0.4011
3. N -0.4597
4. H 0.2176
5. H 0.2612
6. O -0.6363

B | The following is a DFT calculation (the ωB97M-V functional and the def2-TZVPD basis) of a single CH4N2O molecule.

The SMILES is NC(N)=O. The value obtained for the gap between HOMO and LUMO is 10.538 eV. The HOMO energy is -9.9 eV. The lowest unoccupied orbital energy comes out at 0.7 eV.

Positions of all 8 atoms, in Å:
1 N -0.36771 0.45374 -1.07219
2 C -0.35576 -0.20253 0.19178
3 N 0.82061 -0.61206 0.71456
4 O -1.41635 -0.54956 0.75632
5 H 0.30868 0.72506 -1.74026
6 H -1.32952 1.24433 -1.04198
7 H 0.64059 -1.03383 1.63415
8 H 1.69946 -0.02515 0.55762

Atom charges from the Mulliken analysis, given in e for atoms 1 to 6:
1. N -0.4587
2. C 0.5180
3. N -0.4436
4. O -0.6172
5. H 0.1966
6. H 0.2996

C | The following is a DFT calculation (the ωB97M-V functional and the def2-TZVPD basis) of 2 unconnected molecules or ions with the total composition CH4N2O.

The value obtained for the gap between HOMO and LUMO (spin up / spin down) is 6.915 / 7.966 eV. The HOMO energy (spin up / spin down) is -7.6 / -8.1 eV. The lowest unoccupied orbital energy (spin up / spin down) comes out at -0.6 / -0.1 eV.

Positions of all 8 atoms, in Å:
1 C 1.33281 -0.10268 -0.14659
2 N -1.66961 -0.40555 -0.29004
3 N -0.75774 0.17314 0.20618
4 O -2.87103 -0.48949 -0.22026
5 H 1.59770 -0.38774 0.96975
6 H 1.71087 -0.90205 -0.83742
7 H 1.28159 1.00327 -0.30425
8 H -0.62459 1.11109 0.62264

Atom charges from the Mulliken analysis, given in e for atoms 1 to 6:
1. C -0.5085
2. N 0.1509
3. N -0.0879
4. O -0.5301
5. H 0.2121
6. H 0.2946

Most stable one: B, least stable one: C.

A | The following is a DFT calculation (the ωB97M-V functional and the def2-TZVPD basis) of a single CH4N2O molecule.

The SMILES is [H]/N=C/NO. The value obtained for the gap between HOMO and LUMO is 9.400 eV. The HOMO energy is -8.6 eV. The lowest unoccupied orbital energy comes out at 0.8 eV.

Positions of all 8 atoms, in Å:
1 H 1.10027 -1.73293 1.34003
2 N 1.33156 -0.83640 0.89069
3 C 0.15806 -0.48503 0.53127
4 N -0.04989 0.59979 -0.25591
5 O -1.13605 0.75548 -1.05260
6 H -0.75549 -0.98064 0.87730
7 H 0.66103 1.03674 -0.72497
8 H -1.83743 0.19952 -0.70268

Atom charges from the Mulliken analysis, given in e for atoms 1 to 6:
1. H 0.2517
2. N -0.6444
3. C 0.1530
4. N -0.1749
5. O -0.3802
6. H 0.2249

B | The following is a DFT calculation (the ωB97M-V functional and the def2-TZVPD basis) of a single CH4N2O molecule.

The SMILES is NC(N)=O. The value obtained for the gap between HOMO and LUMO is 10.797 eV. The HOMO energy is -10.0 eV. The lowest unoccupied orbital energy comes out at 0.8 eV.

Positions of all 8 atoms, in Å:
1 N 1.13991 0.22496 -0.02812
2 C -0.22407 0.52467 0.06200
3 N -0.98571 -0.60262 0.04543
4 O -0.76015 1.63959 -0.02813
5 H 1.56796 -0.67833 -0.12554
6 H 1.87127 0.93970 0.23207
7 H -1.94681 -0.49172 -0.05514
8 H -0.66240 -1.55625 -0.10257

Atom charges from the Mulliken analysis, given in e for atoms 1 to 6:
1. N -0.3840
2. C 0.5692
3. N -0.3790
4. O -0.6074
5. H 0.1811
6. H 0.2323

C | The following is a DFT calculation (the ωB97M-V functional and the def2-TZVPD basis) of 2 unconnected molecules or ions with the total composition CH4N2O.

The value obtained for the gap between HOMO and LUMO (spin up / spin down) is 7.807 / 7.460 eV. The HOMO energy (spin up / spin down) is -8.5 / -8.2 eV. The lowest unoccupied orbital energy (spin up / spin down) comes out at -0.7 / -0.7 eV.

Positions of all 8 atoms, in Å:
1 C 0.49651 0.68762 0.05114
2 N 2.71961 0.06956 0.50340
3 N -1.80093 -0.20754 -0.09382
4 O -0.38921 0.19306 0.68730
5 H 0.52542 0.83533 -1.03539
6 H 2.70440 -0.48267 -0.37412
7 H -2.56077 0.09572 0.51506
8 H -1.69504 -1.19108 -0.25357

Atom charges from the Mulliken analysis, given in e for atoms 1 to 6:
1. C 0.0072
2. N -0.3253
3. N -0.4690
4. O -0.1707
5. H 0.2589
6. H 0.1858

Most stable one: B, least stable one: C.